No. 1
# C18H43BrN2O9P2S4

A cluster of 5 separate species, C18H43BrN2O9P2S4 in total in a non-equilibrium geometry (the ωB97M-V functional and the def2-TZVPD basis, OMol25).

Each line ends with the Mulliken charge.
Cartesian coordinates (Å):
N1 -1.83595 -0.67129 -2.00069  -0.1807
C1 -2.59145 -1.45627 -1.03254  -0.7429
P1 -3.34092 -3.01304 -1.72452  0.2722
C2 -4.96277 -2.16459 -2.36238  -0.7227
N2 -6.18170 -2.85145 -1.96317  -0.6142
P2 -1.52017 -4.17540 -1.01089  0.4783
O1 -0.58472 -4.46941 -2.34916  -0.5552
Br1 -2.36886 -6.23141 -0.62172  -0.3652
H1 -0.86322 -0.94203 -2.00680  0.1995
H2 -2.20673 -0.68720 -2.94088  0.2008
H3 -3.37670 -0.84929 -0.59997  0.4439
H4 -1.92027 -1.70012 -0.22128  0.2641
H5 -4.14338 -3.81465 -0.83460  -0.1205
H6 -3.03040 -3.36606 -3.09072  0.0251
H7 -5.03543 -1.12289 -2.05862  0.3246
H8 -4.93019 -2.17015 -3.44549  0.4269
H9 -6.17764 -3.12100 -0.98903  0.2628
H10 -6.39436 -3.64034 -2.55342  0.2511
H11 -0.06148 -3.67991 -2.56322  0.3139
O2 0.35560 -2.51045 1.48319  -0.6717
S1 -0.66231 -3.04039 2.35676  1.3632
O3 -2.06508 -2.91532 2.03765  -0.6721
C3 -0.27844 -4.74302 2.73801  -0.7649
C4 0.61704 -4.65777 3.97065  -0.6012
C5 -0.02467 -3.60453 4.88491  -0.6847
C6 -0.37619 -2.39389 4.01035  -0.6849
H12 0.19712 -5.20172 1.87464  0.3797
H13 -1.21768 -5.24830 2.95948  0.3606
H14 0.70447 -5.62379 4.46474  0.3810
H15 1.61939 -4.33600 3.68053  0.2850
H16 -0.93326 -4.01439 5.32967  0.3041
H17 0.63762 -3.31784 5.70004  0.3292
H18 -1.27560 -1.88457 4.34581  0.3568
H19 0.44793 -1.68595 3.94616  0.2474
O4 0.47405 -0.26519 -4.14119  -0.7140
S2 -0.35580 0.71261 -4.81019  1.3071
O5 -1.75513 0.44573 -5.04679  -0.7431
C7 -0.16816 2.27753 -3.98177  0.4049
C8 1.01282 2.93342 -4.68645  -0.7572
C9 0.80187 2.67475 -6.18701  -0.6372
C10 0.44063 1.19038 -6.34881  -0.8055
H20 -0.01382 2.08843 -2.92369  -0.7552
H21 -1.08551 2.84382 -4.12500  0.4647
H22 1.06699 3.99558 -4.45697  0.3714
H23 1.94662 2.47124 -4.35912  0.3265
H24 -0.01767 3.29606 -6.55241  0.3004
H25 1.68698 2.92530 -6.76973  0.3496
H26 -0.24910 1.01242 -7.16935  0.3714
H27 1.32509 0.56809 -6.46846  0.3636
O6 0.86899 3.34874 -0.77923  -0.6745
S3 -0.51083 3.07518 -0.44444  1.3406
O7 -1.56052 3.28814 -1.40989  -0.6905
C11 -0.62372 1.42135 0.22129  -0.5470
C12 -0.40554 1.60937 1.71978  0.3845
C13 -1.21765 2.84716 2.11544  -0.7816
C14 -0.91890 3.93731 1.07737  -0.8762
H28 0.12232 0.79004 -0.25614  0.5695
H29 -1.62163 1.04604 -0.00068  0.1210
H30 -0.71017 0.72523 2.27757  0.1012
H31 0.64698 1.79419 1.92471  -0.4029
H32 -2.28279 2.60610 2.10344  0.3558
H33 -0.96844 3.18722 3.11895  0.3916
H34 -1.77378 4.58202 0.89169  0.4122
H35 -0.05396 4.53569 1.35721  0.3613
O8 2.34150 3.34017 2.90975  -0.6177
S4 3.22562 2.27508 3.31760  1.1656
O9 2.71813 1.10785 3.99442  -0.7034
C15 4.20057 1.77286 1.90590  -0.6395
C16 5.42427 2.68254 1.95500  -0.6149
C17 5.84783 2.73776 3.43013  -0.6159
C18 4.58094 2.98155 4.26185  -0.6831
H36 3.60585 1.88429 1.00131  0.3114
H37 4.47376 0.72849 2.05208  0.4184
H38 6.22273 2.30757 1.31749  0.3617
H39 5.15761 3.68247 1.60732  0.3053
H40 6.29897 1.78587 3.71563  0.2930
H41 6.58709 3.51636 3.60924  0.3289
H42 4.61965 2.49500 5.23249  0.3440
H43 4.37568 4.04264 4.38612  0.3447

Atoms 1-3, force components in eV/Å:
N 0.0 0.0 0.1
C 0.4 0.2 -0.2
P -1.1 0.4 -0.6

Results
* LUMO: 0.4 eV
* highest occupied orbital energy: -6.643 eV
* gap between HOMO and LUMO: 7.01 eV
* E: -172729.832 eV
* SMILES: NC[PH2](CN)P(O)Br.O=S1(=O)CCCC1.O=S1(=O)CCCC1.O=S1(=O)CCCC1.O=S1(=O)CCCC1
* total charge: 0
* energy relative to the best compared isomer or geometry (same formula, charge and spin): 0.387 eV


No. 2
# C18H43Cl4N7O7

A cluster of 9 separate species, C18H43Cl4N7O7 in total in a non-equilibrium geometry (the ωB97M-V functional and the def2-TZVPD basis, OMol25).

Each line ends with the Mulliken charge.
Cartesian coordinates (Å):
C1 2.41733 -0.09988 5.40575  -1.3758
C2 1.35121 -0.01099 4.34585  0.8576
N1 0.94380 -1.19065 3.80747  -0.1096
O1 1.04202 1.05962 3.84538  -0.6149
H1 3.34115 0.29057 4.98585  0.3035
H2 2.59391 -1.12961 5.72817  0.3994
H3 2.15335 0.44664 6.30818  0.3356
H4 0.23559 -1.31336 3.10434  0.1094
H5 1.32894 -2.03175 4.19960  0.1738
C3 -1.16678 -0.28045 -1.02809  -0.6972
C4 0.10552 -0.01149 -0.24448  0.3477
N2 -0.01858 0.00477 1.10053  0.2712
O2 1.21701 0.02220 -0.78613  -0.4101
H6 -1.82706 -0.79520 -0.33359  0.0230
H7 -0.86889 -0.92610 -1.85175  0.2521
H8 -1.61374 0.64027 -1.39656  0.1897
H9 0.77386 0.26220 1.67205  0.0237
H10 -0.94248 0.11168 1.49322  0.0672
C5 1.31235 1.88716 -5.88289  -1.1510
C6 0.86353 1.00400 -4.74923  0.7437
N3 1.16334 1.40182 -3.49576  -0.0678
O3 0.19353 -0.00694 -4.94934  -0.7676
H11 1.56373 2.88319 -5.50648  0.3548
H12 0.54074 1.98446 -6.63689  0.3309
H13 2.23454 1.49790 -6.31475  0.2594
H14 1.67811 2.24240 -3.30087  0.1607
H15 0.79169 0.92547 -2.68154  -0.0762
C7 -4.72425 -1.30153 0.78250  -0.8655
C8 -3.77397 -1.30268 1.93976  0.7067
N4 -3.91385 -2.29442 2.85493  -0.2914
O4 -2.90707 -0.44016 2.08807  -0.6717
H16 -4.19810 -1.23754 -0.17286  0.1887
H17 -5.29922 -0.37190 0.77379  0.2499
H18 -5.39890 -2.15351 0.76184  0.3437
H19 -4.47996 -3.11429 2.74983  0.1946
H20 -3.28500 -2.20993 3.64277  0.0757
C9 3.30965 -1.87893 1.15908  -0.3777
C10 4.22270 -1.89808 -0.03519  0.3666
N5 3.69795 -2.51335 -1.12943  -0.2697
O5 5.33411 -1.39223 -0.04148  -0.6487
H21 3.67511 -1.37456 2.04747  0.3621
H22 2.94105 -2.87203 1.43355  0.5082
H23 2.39077 -1.35659 0.85581  -0.3308
H24 4.24095 -2.37658 -1.96547  0.2211
H25 2.79388 -2.96402 -1.13435  0.1931
C11 -2.72956 3.70625 -2.42066  -0.8932
C12 -3.70795 2.56181 -2.46652  0.7141
N6 -3.80033 1.90192 -3.65791  -0.3848
O6 -4.31138 2.17745 -1.48902  -0.6027
H26 -1.75361 3.32513 -2.11533  0.1211
H27 -3.03209 4.39410 -1.63284  0.3006
H28 -2.66287 4.25504 -3.35819  0.3760
H29 -3.36747 2.21663 -4.50475  0.1697
H30 -4.38469 1.08404 -3.65461  0.2197
C13 -0.17758 -3.78764 -4.00762  -1.1614
C14 0.82658 -3.29284 -3.00274  0.9380
N7 1.12862 -1.97989 -3.09483  0.0246
O7 1.28651 -4.03249 -2.14329  -0.7063
H31 -0.55329 -3.02279 -4.68951  0.2721
H32 -1.02760 -4.15119 -3.41855  0.2715
H33 0.09624 -4.63262 -4.63799  0.3507
H34 1.72721 -1.53803 -2.41253  -0.0224
H35 0.93006 -1.44423 -3.93426  0.0904
Cl1 5.19895 1.94259 -1.74070  -0.2076
C15 3.73328 1.69452 -0.76051  0.8830
C16 3.35343 2.89115 0.10842  -0.2369
Cl2 4.66227 3.42511 1.16814  -0.2032
H36 3.94925 0.85748 -0.10524  -0.0671
H37 2.90954 1.52252 -1.43797  -0.6093
H38 2.53111 2.53386 0.72940  0.1315
H39 3.01248 3.72936 -0.49357  0.3674
Cl3 -2.55590 -1.12199 5.67503  -0.2742
C17 -2.07152 0.55344 5.26053  0.2506
C18 -2.90816 1.57927 5.97301  -0.4977
Cl4 -2.36671 1.80154 7.65942  -0.1998
H40 -2.16411 0.65936 4.18002  -0.0340
H41 -1.01663 0.61032 5.50535  0.0531
H42 -3.93753 1.23425 6.01678  0.3243
H43 -2.85019 2.53094 5.45438  0.3540

Atoms 1-3, force components in eV/Å:
C -0.1 -0.7 0.5
C 0.6 0.3 -1.3
N 0.3 -0.7 0.9

Results
* LUMO: 0.2 eV
* highest occupied orbital energy: -9.273 eV
* gap between HOMO and LUMO: 9.46 eV
* E: -94222.121 eV
* SMILES: CC(N)=O.CC(N)=O.CC(N)=O.CC(N)=O.CC(N)=O.CC(N)=O.CC(N)=O.ClCCCl.ClCCCl
* total charge: 0


No. 3
# C18H43CsN3NbOSi2

A structure of composition C18H43CsN3NbOSi2 in a non-equilibrium geometry (the ωB97M-V functional and the def2-TZVPD basis, OMol25).

Each line ends with the natural charge from an NBO analysis.
Cartesian coordinates (Å):
N1 -0.56841 -1.37143 -1.28359  -0.8784
C1 -1.27938 -2.28831 -1.68964  0.9140
O1 -1.90929 -3.17109 -2.15657  -0.4220
Cs1 2.35039 1.16828 -2.31143  0.9723
Nb1 -0.28660 0.06880 0.11094  1.8617
N2 -0.61244 1.91701 -0.75653  -0.6784
N3 1.76131 -0.03830 -0.06016  -0.7165
C2 -1.97482 1.93568 -1.37396  0.1203
C3 2.85686 -1.07942 -0.12086  0.1265
C4 -1.87513 1.54024 -2.84931  -0.6319
C5 -2.62752 3.32049 -1.26537  -0.6371
C6 -2.80718 0.91822 -0.63842  -0.6024
C7 4.25928 -0.41134 -0.17759  -0.6451
C8 2.75978 -1.93032 1.14729  -0.6186
C9 2.65598 -1.93436 -1.38057  -0.6499
H1 -1.22574 2.23230 -3.40257  0.2136
H2 -2.87786 1.57380 -3.30095  0.2497
H3 -1.48930 0.51752 -2.97542  0.2104
H4 -2.56370 3.70939 -0.24192  0.2241
H5 -3.69138 3.24197 -1.53068  0.2479
H6 -2.17744 4.04267 -1.95929  0.2291
H7 -2.28838 -0.08020 -0.63104  0.2032
H8 -3.74805 0.71446 -1.16203  0.2843
H9 -3.04533 1.25345 0.37642  0.2432
H10 4.54299 0.03212 -1.15444  0.1930
H11 5.00877 -1.19698 0.00029  0.2676
H12 4.39604 0.34782 0.60469  0.2255
H13 3.15074 -1.38099 2.01356  0.2219
H14 3.34130 -2.85553 1.01704  0.2493
H15 1.71917 -2.22784 1.35331  0.2128
H16 1.60179 -2.12468 -1.61536  0.2414
H17 3.12541 -2.90809 -1.18175  0.2594
H18 3.17317 -1.52934 -2.27833  0.1985
C10 1.93148 1.06540 0.91246  -0.4180
H19 0.92181 1.41310 1.25673  0.1997
H20 2.49105 0.77372 1.81251  0.2648
H21 2.43761 1.95442 0.48583  0.2077
C11 0.16564 3.15813 -1.00560  -0.4475
H22 -0.36380 4.03754 -0.60456  0.2519
H23 1.14085 3.16694 -0.48081  0.1986
H24 0.33713 3.35857 -2.08723  0.2041
C12 0.01923 -2.65388 3.76378  -1.1232
Si1 -0.54184 -0.88100 3.44104  1.6623
C13 -1.74700 -0.33288 4.79152  -1.1038
C14 0.95067 0.19927 3.85179  -1.1199
C15 -1.43522 -0.68105 1.77692  -1.5468
Si2 -2.73636 -2.09313 1.58715  1.7126
C16 -3.83523 -2.25912 3.13344  -1.1148
C17 -4.07781 -1.81119 0.29955  -1.1313
C18 -2.01059 -3.78994 1.28727  -1.1566
H25 0.66490 -2.64250 4.65564  0.2645
H26 0.60354 -3.08329 2.93997  0.2287
H27 -0.82348 -3.32570 3.97505  0.2566
H28 -1.18359 -0.24809 5.73196  0.2557
H29 -2.15090 0.65976 4.54633  0.2372
H30 -2.58684 -1.01547 4.95227  0.2556
H31 1.91066 -0.24447 3.55140  0.2248
H32 0.88130 1.21037 3.43108  0.2162
H33 0.96482 0.31703 4.94947  0.2791
H34 -2.05341 0.23329 1.90591  0.2972
H35 -4.22410 -1.28402 3.45671  0.2421
H36 -4.69947 -2.88398 2.85518  0.2600
H37 -3.32996 -2.73151 3.98569  0.2413
H38 -3.76466 -2.03437 -0.72915  0.2304
H39 -4.89534 -2.50432 0.55689  0.2767
H40 -4.49031 -0.79638 0.33517  0.2336
H41 -2.32540 -4.15119 0.29604  0.2577
H42 -0.91699 -3.84959 1.34994  0.2392
H43 -2.43004 -4.47849 2.04005  0.2737

Atoms 1-3, force components in eV/Å:
N -0.6 0.1 0.8
C -0.6 -1.3 -1.1
O 1.4 2.1 1.2

Results
* LUMO: -7.7 eV
* highest occupied orbital energy: -14.970 eV
* gap between HOMO and LUMO: 7.27 eV
* E: -43722.538 eV
* total charge: +2
* energy relative to the best compared isomer or geometry (same formula, charge and spin): 0.384 eV